(1)
Computed, not measured: an isolated molecule of C20H18N6O3 in a non-equilibrium geometry, with wB97M-V/def2-TZVPD.

Atoms and positions in Å:
O: -0.20465 1.94230 -2.25903
N: 2.65408 2.66377 1.45730
N: 2.25493 3.59013 0.62109
N: 1.97546 1.55329 1.25115
N: -0.89147 0.15343 1.10935
O: 0.08265 -2.06667 -0.09307
O: 0.17806 2.41949 6.08416
C: 0.03483 0.78438 -2.28546
C: 0.96249 1.72918 0.51444
C: -0.09201 -0.01593 -1.09002
C: 0.05634 -1.34839 -1.21944
C: -0.00181 0.61410 0.22540
C: 0.24064 -4.05582 -3.93627
C: 0.37768 -3.23734 -5.03973
C: -1.18511 1.87663 2.76253
C: -0.12752 -0.11890 3.44487
C: -0.86409 2.44955 4.03027
C: 0.27483 0.40090 4.67625
C: 0.05284 -3.35047 -2.63883
C: 0.38249 -1.87652 -4.95840
C: -0.77284 0.65064 2.40633
C: -0.22311 1.68894 5.03136
C: 0.15188 -1.94316 -2.53728
C: 0.29299 -1.19809 -3.69370
N: 1.09446 3.01083 0.01661
N: 0.35983 0.21602 -3.54559
C: 0.60757 1.05088 -4.67244
C: 2.31799 3.51216 6.96056
C: 1.66965 2.25946 6.31460
H: -0.21760 -1.48896 0.58292
H: 0.22240 -5.13591 -4.02952
H: 0.50165 -3.50533 -6.10351
H: -1.77144 2.44238 2.08956
H: 0.15859 -1.10866 3.22772
H: -1.18238 3.47980 4.17650
H: 0.78409 -0.11762 5.41065
H: -0.04646 -3.95693 -1.69768
H: 0.43986 -1.15068 -5.82612
H: 0.69453 3.20715 -0.89614
H: 1.43707 0.70170 -5.25295
H: -0.33518 1.10771 -5.27672
H: 0.91892 2.05267 -4.32431
H: 2.68535 4.29169 6.21996
H: 1.56792 3.99115 7.58740
H: 3.16505 3.16405 7.61036
H: 2.21708 2.07650 5.42675
H: 1.97281 1.46581 7.00945

Output
F_max: 4.8 eV/A
charge: 0
energy relative to the best compared isomer or geometry (same formula, charge and spin): 100.8 kcal/mol



(2)
Computed, not measured: a cluster of 2 separate species, C20H18N6O4S in total in a non-equilibrium geometry, with wB97M-V/def2-TZVPD.

Atoms and positions in Å:
N: 3.43738 -2.10071 0.70819
C: 2.84327 -1.25649 1.25630
C: 2.10668 -0.21808 1.92759
C: 1.73985 0.95779 1.22181
C: 1.23158 2.03148 1.97782
N: 1.27514 3.40414 1.72746
O: 1.61713 4.09971 0.78616
O: 0.90369 4.03110 2.96443
N: 0.63678 3.10242 3.93186
C: 0.85455 1.90141 3.32796
C: 1.03373 0.62542 3.98069
N: 0.51275 0.34398 5.29582
O: -0.29449 1.11861 5.84501
O: 0.89268 -0.72340 5.83764
C: 1.76338 -0.36060 3.29499
H: 2.11488 1.16737 0.22160
H: 2.03299 -1.27600 3.82551
C: 1.68990 2.67824 -1.94996
C: 1.62355 1.28396 -2.54750
C: 1.78783 1.38503 -4.06439
C: 0.31298 0.61370 -2.11697
C: -0.05291 -0.58611 -2.95273
C: -1.38055 -1.15317 -2.53481
N: -1.43513 -1.21950 -1.07284
C: -2.38608 -1.99873 -0.40822
C: -2.24187 -1.92146 0.97766
C: -3.08391 -2.65823 1.81069
C: -4.08563 -3.45195 1.23533
C: -4.23454 -3.51265 -0.15949
C: -3.37641 -2.78758 -0.99802
S: -0.96092 -0.83824 1.41353
C: -0.57979 -0.49986 -0.27237
N: 0.36471 0.28642 -0.68129
H: 1.03453 3.36704 -2.49832
H: 1.38013 2.68961 -0.90567
H: 2.71546 3.05949 -1.99573
H: 2.44851 0.66730 -2.14983
H: 0.98848 1.99717 -4.50114
H: 2.74135 1.86895 -4.29619
H: 1.79057 0.40690 -4.55100
H: -0.48172 1.37172 -2.28605
H: -0.10980 -0.30497 -4.00804
H: 0.73877 -1.34104 -2.85489
H: -2.20225 -0.51980 -2.90338
H: -1.52143 -2.15969 -2.94001
H: -2.93837 -2.59119 2.88560
H: -4.75626 -4.02453 1.87605
H: -5.02404 -4.12796 -0.59587
H: -3.46713 -2.82703 -2.08495

Output
F_max: 2.8 eV/A
charge: 0
energy: -1800.34438 hartree



F_max of number 1 (C20H18N6O3)?
4.8 eV/A